Entry a
# H2N2O3S

2 unconnected molecules or ions with the total composition H2N2O3S (ωB97M-V/def2-TZVPD, the OMol25 dataset).

```
! wB97M-V def2-TZVPD RIJCOSX def2/J DEFGRID3
* xyz 0 1
S -1.727 -1.644 -0.867
O -1.600 -1.119 0.459
O -1.792 -0.528 -1.774
O 1.977 -0.635 -0.156
N 0.730 0.933 0.684
N 1.910 0.540 0.247
H -0.069 0.452 0.592
H 0.570 2.001 0.815
*
```

## Properties
* gap between HOMO and LUMO: 7.88 eV
* HOMO: -9.51 eV

---

Entry b
# H2N2O3S

2 unconnected molecules or ions with the total composition H2N2O3S (ωB97M-V/def2-TZVPD, the OMol25 dataset).

```
! wB97M-V def2-TZVPD RIJCOSX def2/J DEFGRID3
* xyz 0 1
S -0.594 1.080 -1.515
O -0.683 2.516 -1.150
O 1.910 3.516 -1.551
O 0.574 0.755 -2.322
N -0.233 0.317 0.013
N 1.458 3.127 -0.596
H 0.068 -0.642 -0.108
H -0.971 0.386 0.695
*
```

## Properties
* gap between HOMO and LUMO (spin up / spin down): 8.88 / 5.91 eV
* HOMO (spin up / spin down): -9.41 / -8.29 eV

---

Relative energies, unit eV: entry a 0.000; entry b 1.003

---

Entry a
# C2H8N2O4P

2 unconnected molecules or ions with the total composition C2H8N2O4P (ωB97M-V/def2-TZVPD, the OMol25 dataset).

```
! wB97M-V def2-TZVPD RIJCOSX def2/J DEFGRID3
* xyz -1 1
P -0.283 -1.083 -1.298
O -0.698 -0.142 2.554
O 2.916 0.425 1.581
O -2.336 -0.796 1.151
O -1.722 -1.870 -1.405
N -0.647 0.118 -2.482
N -0.271 1.409 -0.040
C -0.209 -0.031 0.265
C -1.192 -0.385 1.424
H 0.605 1.846 0.206
H -1.547 -2.808 -1.291
H 0.780 -0.223 0.665
H 2.572 0.359 2.480
H 3.742 0.910 1.659
H 0.132 0.756 -2.572
H -1.018 1.859 0.469
H -0.824 -0.346 -3.365
*
```

## Properties
* gap between HOMO and LUMO: 6.72 eV
* HOMO: -3.54 eV

---

Entry b
# C2H8N2O4P

A gas-phase ion, C2H8N2O4P (charge -1) (ωB97M-V/def2-TZVPD, the OMol25 dataset).

```
! wB97M-V def2-TZVPD RIJCOSX def2/J DEFGRID3
* xyz -1 1
P -1.886 0.310 -0.128
O -2.284 1.284 0.819
O 0.092 0.433 1.710
O -2.297 -1.173 0.489
O -2.199 0.377 -1.606
N 0.410 -1.389 0.206
N 2.257 0.783 -0.386
C 0.871 0.835 -0.678
C -0.031 0.012 0.255
H 0.233 -1.711 -0.690
H 2.537 1.196 0.503
H -2.343 -1.844 -0.224
H 0.747 0.483 -1.633
H -0.726 0.077 2.077
H 1.404 -1.433 0.462
H 2.661 -0.125 -0.426
H 0.554 1.884 -0.750
*
```

## Properties
* SMILES: NC[C@@](N)(O)[P@](=O)([O-])O
* gap between HOMO and LUMO: 8.83 eV
* HOMO: -4.95 eV

---

Relative energies, unit eV: entry a 1.978; entry b 0.000